P.
Computed, not measured: the ion C4H7IN with charge +1, with ωB97M-V/def2-TZVPD.

Output
E_HOMO ... -14.55 eV
LUMO level ... -4.854 eV
Gap between HOMO and LUMO ... 9.701 eV
Structure (SMILES) ... C[C@@H]1C/[N+]1=C/I

ORCA input file:
```
! wB97M-V def2-TZVPD RIJCOSX def2/J DEFGRID3
* xyz 1 1
I 1.1128 0.7952 -2.6294
N 0.3411 -0.7602 -0.3377
C 1.3446 -0.5801 -1.0662
C -0.6231 1.3761 0.3501
C -0.8135 -0.0659 0.1393
C -0.1998 -1.2559 0.8989
H -1.7902 -0.2721 -0.3049
H -0.6469 -2.2014 0.8152
H -0.9517 1.9360 -0.5275
H 0.5051 -1.2274 1.7062
H -1.0658 1.7070 1.3468
H 2.3181 -1.0709 -0.8931
H 0.4692 1.6196 0.5025
*
```

natural (NBO) population analysis, charges in e, atoms 1 to 4: 0.318 -0.293 0.082 -0.657


Q.
Computed, not measured: the ion C4H7IN with charge +1, with ωB97M-V/def2-TZVPD.

Output
E_HOMO ... -13.81 eV
LUMO level ... -3.802 eV
Gap between HOMO and LUMO ... 10.012 eV
Structure (SMILES) ... C=C1C[N@@H+]1CI

ORCA input file:
```
! wB97M-V def2-TZVPD RIJCOSX def2/J DEFGRID3
* xyz 1 1
I -1.5552 2.0743 2.0673
N -0.5018 0.2960 -0.0874
C 0.7239 1.0337 -0.4855
C 0.6663 -0.4355 -0.7042
C 0.7844 -1.6858 -0.9791
C -0.8639 0.2251 1.2797
H 1.5871 -2.2074 -1.4547
H -1.2592 0.5051 -0.8251
H -1.5088 -0.6341 1.4938
H -0.1454 -2.3598 -0.8528
H 0.8426 1.4826 -1.4951
H 1.2179 1.5789 0.2567
H 0.0120 0.1268 1.7863
*
```

natural (NBO) population analysis, charges in e, atoms 1 to 4: 0.203 -0.410 -0.239 0.140


Preferred: P; penalty for the next structure: 20.1 kcal/mol.


P.
Computed, not measured: the molecule CH2FP, with ωB97M-V/def2-TZVPD.

Output
E_HOMO ... -8.80 eV
LUMO level ... -0.287 eV
Gap between HOMO and LUMO ... 8.513 eV
Structure (SMILES) ... [H]/P=C/F

ORCA input file:
```
! wB97M-V def2-TZVPD RIJCOSX def2/J DEFGRID3
* xyz 0 1
P 0.7692 -1.1697 -0.0732
F -1.7579 -0.0879 -0.0568
C -0.5156 0.2551 -0.0655
H -0.3301 1.2646 0.0590
H 1.8345 -0.2620 0.1366
*
```

natural (NBO) population analysis, charges in e, atoms 1 to 4: 0.142 -0.316 0.062 0.154


Q.
Computed, not measured: a cluster of 2 separate species, CH2FP in total, with ωB97M-V/def2-TZVPD.

Output
E_HOMO ... -9.69 eV
LUMO level ... -0.043 eV
Gap between HOMO and LUMO ... 9.650 eV

ORCA input file:
```
! wB97M-V def2-TZVPD RIJCOSX def2/J DEFGRID3
* xyz 0 1
P -1.2479 0.3372 -1.1484
F 1.0926 0.7208 -2.1999
C 0.4497 0.3114 -1.0068
H 1.3470 -0.0699 0.0747
H -1.5501 0.1441 0.1157
*
```

natural (NBO) population analysis, charges in e, atoms 1 to 4: 0.363 -0.370 -0.162 0.226


Preferred: P; penalty for the next structure: 17.8 kcal/mol.


P.
Computed, not measured: a cluster of 13 separate species, C4H33N2O14 in total, with ωB97M-V/def2-TZVPD.

Output
E_HOMO ... -7.00 eV
LUMO level ... 2.554 eV
Gap between HOMO and LUMO ... 9.553 eV

ORCA input file:
```
! wB97M-V def2-TZVPD RIJCOSX def2/J DEFGRID3
* xyz -1 1
O -2.7810 1.3908 1.1148
O 3.8385 -2.1541 0.3592
O 4.3302 0.5650 0.4241
O 1.3457 2.3252 3.3398
O 1.8901 0.4907 -2.8311
O -0.0309 3.8442 -0.5683
O 0.2349 0.1165 4.3737
O -3.1246 2.4904 -1.2681
O -3.8958 -1.4963 -1.2797
O 1.8661 0.3964 1.5618
O 2.3527 2.8433 -1.2663
O -0.0350 1.5443 1.1737
O -3.1828 -2.1745 1.4774
O 0.0681 -2.1713 2.5944
N 0.5933 -0.2662 -0.1637
N -1.0377 -3.1904 -1.6699
C -0.6413 -0.8419 -2.2378
C -0.2394 -2.2802 -2.4608
C -0.7055 -0.3963 -0.7844
C 0.8152 0.5994 0.9348
H 3.9188 -1.2247 0.4821
H -4.0391 -1.8195 1.2703
H 1.4261 0.0059 -2.1117
H -2.9816 1.9087 -0.4840
H -0.3295 -2.6232 -3.5025
H 1.6115 3.4648 -1.1754
H -0.8563 -3.0291 -0.6870
H -0.7640 3.8034 -1.1802
H -3.4113 1.8630 -1.9563
H 2.9787 -2.4292 0.0177
H 1.0682 -1.1303 -0.0514
H -0.3840 -1.3149 2.5156
H 2.6901 0.0035 -3.1223
H -0.8802 -4.2017 -1.7772
H 3.8753 1.1374 -0.1890
H -2.4715 -1.5561 1.2688
H 2.2511 2.0746 3.2325
H 0.8489 -2.4476 -2.4298
H -2.8541 2.0946 1.7804
H 0.4836 0.9584 3.9376
H 0.6887 -2.2257 3.3407
H -0.0441 3.1055 0.0714
H -1.4628 -0.8708 -0.1691
H -1.8174 1.4274 1.0583
H 0.2069 -0.3003 -2.6142
H -1.4218 -0.4731 -2.8968
H 0.9948 2.3948 2.4370
H 1.9216 2.0465 -1.5566
H 3.7680 0.7015 1.2061
H -3.5854 -2.0907 -1.9613
H -3.0657 -1.0479 -1.0586
H -1.0068 0.6276 -0.9246
H 0.9826 -0.4679 4.4059
*
```

natural (NBO) population analysis, charges in e, atoms 1 to 4: -0.977 -0.979 -0.976 -0.970


Q.
Computed, not measured: a cluster of 13 separate species, C4H33N2O14 in total, with ωB97M-V/def2-TZVPD.

Output
E_HOMO ... -7.01 eV
LUMO level ... 2.729 eV
Gap between HOMO and LUMO ... 9.741 eV

ORCA input file:
```
! wB97M-V def2-TZVPD RIJCOSX def2/J DEFGRID3
* xyz -1 1
O 2.4062 -1.0261 -2.0413
O 0.6525 4.1639 0.4438
O 1.8012 1.5357 3.3265
O -2.4291 -4.2784 -0.5622
O 1.3925 -3.5470 -2.4150
O 2.3939 2.2157 -0.3113
O -0.7730 2.1719 2.6956
O 1.9345 -0.3677 0.5927
O 1.3733 -3.8407 0.3375
O 0.6962 2.8746 -3.3822
O -0.7968 4.4205 -1.8265
O 0.9504 -0.9078 2.5294
O -1.2223 -3.9248 -2.9894
O -1.4811 -0.7209 3.5410
N -2.8433 1.7684 0.3478
N -0.3438 -0.7244 0.6899
C 0.9275 -0.6185 1.3029
C -3.1041 0.3707 -0.0397
C -2.0313 -0.1004 -1.0248
C -0.5963 0.0342 -0.5360
H 1.3109 3.4450 0.2388
H 0.0620 3.4611 -2.8686
H 0.6815 -3.1829 0.5078
H -1.8239 -1.6121 3.6186
H -3.1378 -0.3238 0.8114
H 0.1506 3.7438 1.1557
H -1.1225 -0.7308 1.3351
H 2.1928 -3.4308 0.6612
H -1.2566 1.4329 3.0723
H 2.0044 -0.2420 -2.4629
H -2.0487 1.7982 0.9812
H -3.6784 2.1580 0.7603
H 2.3303 -0.8511 -1.0684
H 0.1783 2.0660 2.9298
H -1.6144 4.0081 -1.4819
H 1.6270 0.5717 3.2726
H 2.2850 1.2877 0.0168
H -0.5250 -0.8569 3.2961
H 0.0651 -0.3441 -1.3143
H 2.3815 1.7710 2.6045
H -2.0541 -4.2770 -1.4729
H 1.1635 3.5401 -3.9148
H 1.4497 -3.8029 -1.4613
H -1.4742 -3.1144 -3.4318
H -0.3259 1.0830 -0.4028
H 1.7399 -2.6169 -2.3500
H -0.2553 -3.8410 -2.7763
H -4.0761 0.3420 -0.5398
H -0.2574 4.4096 -0.9821
H -2.2250 -1.1422 -1.2831
H 2.0845 2.2257 -1.2428
H -2.1873 0.4729 -1.9459
H -1.8205 -3.7365 -0.0481
*
```

natural (NBO) population analysis, charges in e, atoms 1 to 4: -0.990 -0.995 -0.986 -0.985


Preferred: Q; penalty for the next structure: 73.3 kcal/mol.


P.
Computed, not measured: a cluster of 7 separate species, C14H28Cl14 in total, with ωB97M-V/def2-TZVPD.

Output
E_HOMO ... -10.52 eV
LUMO level ... 0.429 eV
Gap between HOMO and LUMO ... 10.946 eV
Structure (SMILES) ... ClCCCl.ClCCCl.ClCCCl.ClCCCl.ClCCCl.ClCCCl.ClCCCl

ORCA input file:
```
! wB97M-V def2-TZVPD RIJCOSX def2/J DEFGRID3
* xyz 0 1
Cl 0.7130 -0.0263 4.5738
Cl -0.4925 4.8905 1.8220
Cl -2.2991 5.9109 -0.8734
Cl 0.5695 -3.3219 -1.6054
Cl -1.4988 -3.4118 4.5439
Cl -2.7095 -2.1263 -1.7832
Cl 4.0625 -1.5824 -1.3845
Cl -2.3440 -4.5077 1.5678
Cl -0.7482 0.5406 0.1893
Cl -2.2234 3.1161 -3.8233
Cl 0.0932 -0.3237 -4.6049
Cl 2.8463 3.2864 2.8620
Cl 2.2182 -1.7206 1.4102
Cl 2.3945 2.2304 -2.0390
C 3.8271 -3.0302 -0.4833
C -1.5674 -2.9434 1.9113
C -0.6150 -2.9214 3.0985
C -0.6787 -3.6557 -2.7857
C -2.9445 5.3897 0.7888
C 1.3482 1.6210 4.3620
C 1.6770 1.8928 2.8509
C 3.6401 -2.7803 0.9756
C 0.2495 1.7799 -0.4898
C -0.9303 0.7887 -3.7692
C -2.0549 -3.6946 -2.2272
C -1.4652 1.8084 -4.7655
C -2.0965 4.2700 1.4866
C 1.5017 1.1334 -1.0051
H 1.3237 0.2540 -1.5874
H -0.1676 -1.9259 3.2021
H -0.7205 2.2733 -5.4429
H 3.4975 -3.7379 1.5017
H 0.1967 -3.6247 3.0196
H -0.9746 -2.6539 1.0007
H -0.4063 -4.6025 -3.2659
H 0.8181 2.1516 2.2391
H -2.0250 -4.3440 -1.3697
H -2.6606 4.0531 2.4089
H -0.2415 2.3668 -1.2121
H 4.4594 -2.3117 1.3820
H 0.8001 2.4754 4.7340
H 4.6971 -3.6676 -0.5817
H 2.3310 1.4973 4.8297
H -1.7082 0.1879 -3.2450
H 0.4213 2.4766 0.3427
H -3.0525 6.2923 1.4019
H -2.7311 -4.0550 -2.9823
H -2.4804 -2.3216 1.8972
H 2.9749 -3.5718 -0.8975
H 2.1755 1.0823 2.3419
H -2.1694 1.3014 -5.3608
H -2.0439 3.4356 0.8395
H -0.3619 1.2602 -2.9614
H 2.1170 0.8723 -0.2114
H -0.5365 -2.8572 -3.4617
H -4.0048 5.0811 0.6357
*
```

natural (NBO) population analysis, charges in e, atoms 1 to 4: -0.055 -0.031 -0.089 -0.067


Q.
Computed, not measured: a cluster of 7 separate species, C14H28Cl14 in total, with ωB97M-V/def2-TZVPD.

Output
E_HOMO ... -10.52 eV
LUMO level ... 0.310 eV
Gap between HOMO and LUMO ... 10.830 eV
Structure (SMILES) ... ClCCCl.ClCCCl.ClCCCl.ClCCCl.ClCCCl.ClCCCl.ClCCCl

ORCA input file:
```
! wB97M-V def2-TZVPD RIJCOSX def2/J DEFGRID3
* xyz 0 1
Cl -0.2421 -2.3769 3.1127
Cl -6.2327 1.0156 -3.6362
Cl -0.0093 -0.9376 -2.2193
Cl 6.6668 0.1722 -0.7928
Cl 2.4484 -2.9706 -3.4896
Cl 3.8678 -0.9997 0.7321
Cl -4.8685 -3.3124 1.4197
Cl 0.0181 4.6988 3.3513
Cl -2.9784 2.5440 -1.2493
Cl -3.0847 5.6690 2.3616
Cl 4.1557 -1.9395 -6.1946
Cl -2.9145 0.4560 2.1902
Cl 1.2373 1.3856 -0.1078
Cl 1.3880 0.5363 3.4540
C 6.0151 -1.4657 -0.7906
C -4.6351 -1.5442 1.5510
C 0.0635 -1.1169 -0.4257
C -3.8514 1.6285 -2.5094
C 1.6793 -0.9550 4.4042
C 4.5290 -1.4784 -0.8297
C 2.6514 -1.2656 -4.0438
C -5.3325 1.9169 -2.3663
C -0.0829 0.2519 0.2082
C 4.0516 -1.1425 -4.6090
C 1.4497 -2.1598 3.5625
C -0.8714 4.1538 1.9122
C -3.2452 -1.2979 2.1149
C -2.3625 4.0354 2.0830
H -0.6997 -1.7358 0.0273
H -5.7552 1.5470 -1.4445
H 2.0283 -2.2139 2.6381
H 1.0755 -1.5172 -0.2439
H 6.4464 -1.9339 -1.6849
H -2.6712 3.3698 2.8693
H -3.7024 0.5447 -2.4978
H -2.5042 -1.7275 1.4418
H -0.9931 0.8114 -0.0425
H -2.7005 3.6215 1.1234
H -5.5304 2.9774 -2.5891
H 4.8404 -1.6258 -4.0358
H 0.0068 0.0561 1.2708
H -0.4719 3.2160 1.5356
H 4.2130 -0.0771 -4.7732
H -5.3928 -1.1501 2.2199
H 6.3298 -2.0591 0.0492
H 4.1990 -0.7632 -1.5815
H -4.7368 -1.1432 0.5361
H 2.5231 -0.5427 -3.2285
H -3.4680 1.9661 -3.5020
H 1.6658 -3.0287 4.1926
H 4.1480 -2.4948 -0.9901
H 0.9182 -0.9857 5.2001
H 1.8684 -1.0395 -4.7747
H 2.6668 -0.8063 4.8122
H -0.6227 4.9155 1.1551
H -3.1910 -1.6819 3.1236
*
```

natural (NBO) population analysis, charges in e, atoms 1 to 4: -0.064 -0.076 -0.086 -0.042


Preferred: Q; penalty for the next structure: 9.5 kcal/mol.